(1)
Here is the molecule C6H14N2O3 at a distorted geometry from the OMol25 dataset. Energies are from ωB97M-V/def2-TZVPD.

Last column: natural (NBO) charge in e.
CARTESIAN COORDINATES (ANGSTROEM)
N -0.45 4.13 -1.99  -0.859
C -0.34 2.71 -1.44  -0.224
C 0.38 2.67 0.07  -0.413
C -0.20 1.29 0.78  -0.536
C 0.96 0.19 1.16  0.800
O 1.67 0.37 2.28  -0.551
O 1.11 -0.99 0.26  -0.573
C 0.03 -1.96 0.58  0.341
O -1.10 -1.94 -0.37  -0.740
C 0.73 -3.46 0.47  -0.251
N -0.16 -4.53 1.08  -0.826
H 0.26 4.29 -2.76  0.362
H -1.41 4.22 -2.43  0.363
H -1.47 2.30 -1.40  0.188
H 0.23 1.97 -2.16  0.187
H 0.00 3.56 0.75  0.229
H 1.55 2.71 -0.01  0.228
H -0.95 0.74 0.03  0.236
H -0.89 1.60 1.70  0.252
H -0.36 -1.86 1.70  0.182
H -0.78 -2.21 -1.29  0.480
H 1.74 -3.39 1.06  0.218
H 0.92 -3.68 -0.66  0.194
H -1.07 -4.55 0.56  0.362
H -0.40 -4.19 2.04  0.351

Its net charge is 0. The value obtained for the largest force on an atom is 8.64 eV Å⁻¹. Its SMILES is NCCCC(=O)O[C@@H](O)CN. The multiplicity is 1. For the energy above the lowest of the compared OMol25 structures with the same formula, charge and spin, the calculation gives 3.870 eV. For the LUMO energy, the calculation gives 0.0170 hartree. For the total energy, the calculation gives -15567.683 eV.

(2)
Here is a cluster of 2 separate species, C6H14N2OP in total at a distorted geometry from the OMol25 dataset. Energies are from ωB97M-V/def2-TZVPD.

Last column: natural (NBO) charge in e.
CARTESIAN COORDINATES (ANGSTROEM)
C 0.45 -0.74 -0.50  0.736
C -0.29 1.66 -0.53  -0.672
C -1.74 -0.13 -1.75  -0.656
C -0.20 -0.07 1.95  -0.399
C -1.49 -1.86 0.60  -0.400
C -0.68 0.17 -0.73  0.065
N 2.95 0.97 0.58  -1.186
N -0.54 -0.70 0.54  -0.286
O 1.54 -1.20 -0.66  -0.437
P 3.66 -0.21 -0.09  0.955
H -1.20 2.30 -0.24  0.252
H 0.52 1.84 0.29  0.259
H -0.02 2.30 -1.39  0.275
H -1.76 0.75 -2.48  0.276
H -2.71 -0.45 -1.29  0.258
H -1.25 -0.94 -2.39  0.247
H 0.08 -0.88 2.59  0.234
H 0.67 0.58 1.79  0.263
H -0.91 0.50 2.43  0.236
H -2.41 -1.35 0.79  0.236
H -1.25 -2.46 -0.26  0.240
H -1.15 -2.41 1.49  0.242
H 3.10 1.92 0.16  0.384
H 4.64 0.42 -0.90  -0.122

Its net charge is +1. The value obtained for the largest force on an atom is 3.49 eV Å⁻¹. The multiplicity is 1. For the energy above the lowest of the compared OMol25 structures with the same formula, charge and spin, the calculation gives 3.132 eV. For the LUMO energy, the calculation gives -0.1548 hartree. For the total energy, the calculation gives -20754.319 eV.

(3)
Here is the ion C6H14N3S with charge +1 at a distorted geometry from the OMol25 dataset. Energies are from ωB97M-V/def2-TZVPD.

Last column: natural (NBO) charge in e.
CARTESIAN COORDINATES (ANGSTROEM)
C -0.87 0.05 -0.77  0.023
C -0.08 -0.78 1.32  0.204
C 0.41 -2.19 1.61  -0.655
C -0.72 0.14 2.31  -0.633
C 2.30 0.51 -0.95  -0.458
C -1.68 1.25 -3.16  -0.790
N 1.19 -0.26 0.94  -0.057
N -1.03 -0.87 0.12  -0.565
N 1.22 0.15 -0.20  -0.086
S -1.01 -0.30 -2.47  0.356
H -0.82 1.13 -0.40  0.244
H 1.15 -2.63 0.83  0.247
H -0.35 -3.04 1.79  0.249
H 1.01 -2.17 2.57  0.266
H -1.27 -0.31 3.18  0.262
H -1.39 0.76 1.81  0.225
H 0.09 0.85 2.75  0.244
H 2.42 1.59 -0.75  0.249
H 1.93 0.47 -1.91  0.226
H 3.22 0.04 -0.83  0.240
H -2.38 1.08 -4.01  0.273
H -0.87 1.99 -3.62  0.253
H -2.27 1.85 -2.36  0.252
H -1.20 -1.90 -0.19  0.431

Its net charge is +1. The value obtained for the largest force on an atom is 3.92 eV Å⁻¹. The multiplicity is 1. For the energy above the lowest of the compared OMol25 structures with the same formula, charge and spin, the calculation gives 3.736 eV. For the LUMO energy, the calculation gives -0.1276 hartree. For the total energy, the calculation gives -21744.884 eV.

(4)
Here is the ion C6H14N3S2 with charge +1 at a distorted geometry from the OMol25 dataset. Energies are from ωB97M-V/def2-TZVPD.

Last column: natural (NBO) charge in e.
CARTESIAN COORDINATES (ANGSTROEM)
C -0.30 -0.84 -2.60  -0.413
N 0.12 -1.76 -1.64  -0.283
C 0.45 -3.20 -2.07  -0.421
N 0.91 -1.38 -0.57  -0.368
C 0.11 -0.62 0.60  -0.031
C 0.20 0.73 0.50  -0.031
N -0.37 1.69 1.41  -0.396
C -1.49 1.19 2.25  -0.456
C 0.58 2.50 2.15  -0.424
S 1.23 1.50 -0.88  0.095
S 2.28 -0.28 -0.95  0.290
H -0.77 -1.41 -3.33  0.230
H -0.80 -0.03 -2.01  0.195
H 0.65 -0.24 -3.01  0.167
H 1.03 -3.48 -1.15  0.235
H -0.64 -3.61 -2.10  0.222
H 1.00 -3.20 -2.99  0.205
H -0.24 -1.17 1.39  0.233
H -0.73 2.47 0.83  0.443
H -1.16 0.42 3.03  0.255
H -2.11 2.01 2.66  0.255
H -2.28 0.74 1.61  0.255
H 1.20 1.73 2.71  0.242
H 1.23 3.03 1.39  0.257
H -0.06 3.21 2.77  0.243

Its net charge is +1. The value obtained for the largest force on an atom is 5.66 eV Å⁻¹. Its SMILES is CN(C)N1C=C([NH+](C)C)SS1. The multiplicity is 1. For the energy above the lowest of the compared OMol25 structures with the same formula, charge and spin, the calculation gives 0.845 eV. For the LUMO energy, the calculation gives -0.1323 hartree. For the total energy, the calculation gives -32578.438 eV.

(5)
Here is a cluster of 2 separate species, C6H14N4 in total at a distorted geometry from the OMol25 dataset. Energies are from ωB97M-V/def2-TZVPD.

Last column: natural (NBO) charge in e.
CARTESIAN COORDINATES (ANGSTROEM)
C -0.97 -0.58 0.10  0.322
C -0.87 -1.31 -1.21  -0.698
C -0.90 -1.53 1.28  -0.689
C -2.10 0.40 0.25  -0.686
C 0.36 1.41 -1.23  0.052
C 1.29 1.14 -0.17  0.294
N 1.82 -0.13 1.65  -0.676
N 2.57 1.60 -0.25  -0.801
N 0.83 0.37 0.79  -0.261
N 0.68 1.68 -2.41  -0.716
H 1.41 -0.54 2.47  0.379
H 2.59 -0.60 1.17  0.360
H 2.78 2.17 -1.05  0.408
H 3.06 1.80 0.61  0.391
H -0.09 2.11 -2.94  0.336
H -1.55 -2.17 -1.21  0.212
H 0.14 -1.70 -1.38  0.228
H -1.13 -0.68 -2.06  0.234
H -1.77 -2.21 1.24  0.219
H -0.93 -1.00 2.23  0.213
H -0.02 -2.17 1.25  0.215
H -2.30 0.94 -0.67  0.233
H -1.87 1.13 1.03  0.236
H -3.02 -0.13 0.53  0.196

Its net charge is 0. The value obtained for the largest force on an atom is 1.44 eV Å⁻¹. The multiplicity is 1. For the energy above the lowest of the compared OMol25 structures with the same formula, charge and spin, the calculation gives 4.757 eV. For the LUMO energy (spin up / spin down), the calculation gives 0.0198 / 0.0200 hartree. For the total energy, the calculation gives -12404.696 eV.

(6)
Here is a cluster of 2 separate species, C6H14N4O2 in total at a distorted geometry from the OMol25 dataset. Energies are from ωB97M-V/def2-TZVPD.

Last column: natural (NBO) charge in e.
CARTESIAN COORDINATES (ANGSTROEM)
H -0.86 -0.22 -0.05  0.353
N -0.64 -1.03 0.52  -0.725
C -0.54 -0.65 1.75  0.421
C -0.71 0.74 2.29  -0.697
N -0.33 -1.59 2.76  -0.340
O 0.25 -2.79 2.35  -0.381
C -0.77 -3.74 2.09  -0.256
H -1.15 1.41 1.54  0.236
H 0.26 1.16 2.58  0.225
H -1.36 0.74 3.17  0.232
H 0.21 -1.24 3.53  0.366
H -1.40 -3.90 2.98  0.171
H -0.25 -4.68 1.84  0.192
H -1.38 -3.43 1.23  0.195
N 2.85 2.41 -2.01  -0.793
C 1.57 1.91 -2.01  0.067
C 0.69 1.97 -3.02  -0.428
C -0.66 1.39 -2.97  0.652
N -0.86 0.38 -2.04  -0.875
O -1.58 1.79 -3.67  -0.609
H 3.07 3.07 -2.74  0.383
H 3.25 2.67 -1.11  0.386
H 1.30 1.40 -1.08  0.196
H 0.91 2.55 -3.92  0.220
H -1.78 -0.06 -2.15  0.406
H -0.08 -0.27 -1.85  0.404

Its net charge is 0. The value obtained for the largest force on an atom is 1.11 eV Å⁻¹. Its SMILES is [H]/N=C(\C)NOC.N/C=C/C(N)=O. The multiplicity is 1. For the energy above the lowest of the compared OMol25 structures with the same formula, charge and spin, the calculation gives 3.012 eV. For the LUMO energy, the calculation gives 0.0210 hartree. For the total energy, the calculation gives -16502.703 eV.

(7)
Here is the molecule C6H14N4O2 at a distorted geometry from the OMol25 dataset. Energies are from ωB97M-V/def2-TZVPD.

Last column: natural (NBO) charge in e.
CARTESIAN COORDINATES (ANGSTROEM)
H 1.94 -3.70 -0.93  0.326
N 1.99 -3.48 -1.92  -0.751
C 1.46 -2.31 -2.20  0.577
N 1.68 -1.86 -3.49  -0.834
N 0.64 -1.44 -1.39  -0.664
C 1.17 0.01 -1.16  -0.200
C 0.48 0.72 -0.02  -0.445
C -1.00 0.34 0.26  -0.390
C -1.53 0.68 1.76  -0.176
N -2.93 0.45 1.83  -0.778
C -0.93 1.89 2.08  0.751
O -1.35 2.97 1.70  -0.610
O 0.29 1.83 2.59  -0.675
H 2.49 -2.25 -3.97  0.410
H 0.97 -1.47 -3.91  0.375
H 0.56 -1.94 -0.46  0.367
H 2.22 0.08 -1.03  0.189
H 1.09 0.41 -2.18  0.196
H 1.18 0.48 0.83  0.222
H 0.52 1.77 -0.17  0.228
H -1.06 -0.73 -0.15  0.243
H -1.72 0.95 -0.34  0.205
H -1.26 -0.16 2.50  0.220
H -3.23 0.45 0.90  0.347
H -3.27 1.38 2.00  0.358
H 0.48 2.73 3.03  0.510

Its net charge is 0. The value obtained for the largest force on an atom is 7.67 eV Å⁻¹. Its SMILES is [H]/N=C(/N)NCCC[C@H](N)C(=O)O. The multiplicity is 1. For the energy above the lowest of the compared OMol25 structures with the same formula, charge and spin, the calculation gives 3.018 eV. For the LUMO energy, the calculation gives 0.0214 hartree. For the total energy, the calculation gives -16502.698 eV.

(8)
Here is a cluster of 2 separate species, C6H14N4P2 in total at a distorted geometry from the OMol25 dataset. Energies are from ωB97M-V/def2-TZVPD.

Last column: natural (NBO) charge in e.
CARTESIAN COORDINATES (ANGSTROEM)
C -0.11 0.09 -2.58  -0.034
C 0.11 -0.94 -1.63  -0.894
C 1.68 -1.48 0.98  -0.415
C -0.43 -1.99 2.30  -0.397
C -2.14 2.38 0.01  -0.476
C -0.05 2.23 1.10  -0.490
N 0.50 -0.13 -3.71  -0.212
N 1.31 -1.16 -3.65  -0.602
N 0.17 -1.51 1.10  -0.710
N -0.67 2.05 -0.16  -0.326
P 1.37 -2.03 -2.16  0.696
P -0.81 -0.85 -0.16  0.862
H -0.69 0.90 -2.34  0.229
H 2.06 -0.80 0.31  0.217
H 1.90 -1.00 1.94  0.194
H 2.18 -2.37 0.88  0.195
H -0.08 -2.99 2.37  0.191
H -0.11 -1.41 3.09  0.182
H -1.43 -1.90 2.39  0.215
H -2.13 3.48 0.28  0.194
H -2.43 2.20 -0.98  0.199
H -2.58 1.72 0.72  0.198
H 0.49 3.27 1.04  0.203
H -0.58 2.36 2.11  0.173
H 0.61 1.43 1.12  0.206
H 1.86 -1.54 -4.36  0.404

Its net charge is 0. The value obtained for the largest force on an atom is 5.54 eV Å⁻¹. The multiplicity is 1. For the energy above the lowest of the compared OMol25 structures with the same formula, charge and spin, the calculation gives 2.143 eV. For the LUMO energy (spin up / spin down), the calculation gives -0.0076 / 0.0037 hartree. For the total energy, the calculation gives -30981.726 eV.

(9)
Here is a structure of composition C6H14NO at a distorted geometry from the OMol25 dataset. Energies are from ωB97M-V/def2-TZVPD.

Last column: natural (NBO) charge in e.
CARTESIAN COORDINATES (ANGSTROEM)
C -5.05 -0.30 -0.22  -0.651
C -3.57 -0.61 0.03  -0.203
N -2.78 0.55 0.04  -0.834
C -1.37 0.24 0.02  -0.422
C 4.61 1.14 -0.30  -0.612
C 3.30 0.50 0.15  -0.410
C 3.28 -0.82 0.66  0.318
O 2.32 -1.44 1.07  -0.557
H -5.20 0.60 0.40  0.203
H -5.12 0.21 -1.19  0.198
H -5.67 -1.13 0.11  0.179
H -3.47 -1.30 0.92  0.073
H -3.23 -1.32 -0.79  0.077
H -0.93 0.06 1.02  0.118
H -1.25 -0.74 -0.49  0.117
H -0.88 1.04 -0.56  0.151
H 5.34 0.32 -0.30  0.199
H 4.59 1.43 -1.35  0.216
H 4.99 1.91 0.37  0.212
H 2.44 1.15 0.16  0.257
H 4.30 -1.15 0.94  0.103
H 3.32 -0.34 -0.67  0.269

Its net charge is -1. The value obtained for the largest force on an atom is 5.20 eV Å⁻¹. The multiplicity is 1. For the energy above the lowest of the compared OMol25 structures with the same formula, charge and spin, the calculation gives 4.249 eV. For the LUMO energy, the calculation gives 0.0997 hartree. For the total energy, the calculation gives -9982.375 eV.

(10)
Here is a cluster of 2 separate species, C6H14NO in total from the OMol25 dataset. Energies are from ωB97M-V/def2-TZVPD.

Last column: natural (NBO) charge in e.
CARTESIAN COORDINATES (ANGSTROEM)
C 2.44 -0.29 -1.38  -0.426
N 1.85 0.76 -2.19  -0.687
C 0.44 1.04 -1.74  0.134
O 0.28 1.36 -0.46  -0.960
H 2.22 -0.16 -0.31  0.192
H 3.52 -0.32 -1.53  0.163
H 2.04 -1.27 -1.69  0.164
H 2.36 1.62 -1.97  0.325
H -0.11 0.11 -2.05  0.051
H 0.10 1.82 -2.47  0.073
C -1.27 -0.51 2.12  -0.204
C -1.40 -0.88 0.86  -0.202
C -1.83 -2.24 0.42  -0.633
C -0.76 0.85 2.52  -0.664
H -1.50 -1.20 2.93  0.155
H -1.13 -0.13 0.11  0.267
H -2.74 -2.21 -0.18  0.198
H -1.07 -2.71 -0.20  0.208
H -2.01 -2.89 1.28  0.186
H -0.25 1.30 1.66  0.292
H -0.03 0.78 3.34  0.183
H -1.58 1.50 2.84  0.187

Its net charge is -1. The value obtained for the largest force on an atom is 0.39 eV Å⁻¹. The multiplicity is 1. For the energy above the lowest of the compared OMol25 structures with the same formula, charge and spin, the calculation gives 0.807 eV. For the LUMO energy, the calculation gives 0.1453 hartree. For the total energy, the calculation gives -9985.816 eV.